1.
{
  "formula": "C14H26NOPZn",
  "method": "ωB97M-V/def2-TZVPD",
  "total_energy_ev": -76177.343,
  "lumo_ev": [-0.05, -0.05],
  "homo_ev": [-4.1, -4.1],
  "largest_force_ev_per_a": 2.5,
  "spin_multiplicity": 1,
  "elements": ["C", "C", "C", "C", "C", "C", "C", "C", "N", "Zn", "C", "P", "H", "H", "H", "H", "H", "H", "H", "H", "C", "C", "H", "C", "C", "H", "H", "H", "H", "H", "H", "H", "H", "H", "H", "H", "H", "H", "H", "C", "O", "H", "H", "H"],
  "positions_angstrom": [[-2.50867, 0.26930, -2.75432], [-2.31487, -0.95883, -2.14283], [-1.77573, -1.07409, -0.83542], [-1.59350, 0.12595, -0.09329], [-1.46880, 1.32645, -0.84657], [-2.00427, 1.40838, -2.14594], [-1.63494, -2.48075, -0.31658], [-0.27211, -3.27430, -0.28883], [1.00032, -2.66684, -0.47983], [-2.09654, 0.54443, 1.77923], [-0.86545, 2.60109, -0.27465], [0.84039, 2.47375, 0.36259], [-2.63418, -1.86282, -2.66681], [-2.04721, 2.37552, -2.64262], [-3.01956, 0.33716, -3.71377], [-1.46928, 2.98476, 0.56617], [-0.85596, 3.39823, -1.04003], [-2.06517, -2.52979, 0.69296], [-2.28262, -3.11496, -0.94520], [-0.21547, -3.77761, 0.68895], [1.30026, 4.16514, 0.75916], [1.88916, 1.88474, -0.97657], [-0.34132, -4.08446, -1.03656], [1.35543, -1.97043, -1.67745], [1.98486, -2.79438, 0.55630], [0.90084, 1.55519, 1.49329], [1.85051, -2.64658, -2.40120], [0.47113, -1.53441, -2.16736], [2.07687, -1.16673, -1.43950], [2.64112, -3.67152, 0.39981], [2.63463, -1.90461, 0.59969], [1.48174, -2.93471, 1.52718], [2.31220, 2.71737, -1.56066], [2.72068, 1.31266, -0.54108], [1.34316, 1.22048, -1.65962], [1.29765, 4.80889, -0.13547], [0.59262, 4.58293, 1.48946], [2.30611, 4.18155, 1.19641], [0.46660, 0.77708, 2.34079], [0.01741, -0.13496, 4.13328], [-0.27216, 0.29863, 2.81185], [-0.88171, -0.02979, 4.75405], [0.84326, 0.45692, 4.53905], [0.29258, -1.19402, 4.09192]]
}



2.
{
  "formula": "C14H26NPSr",
  "method": "ωB97M-V/def2-TZVPD",
  "total_energy_ev": -26545.694,
  "e_above_lowest_ev": 0.550,
  "lumo_ev": -1.11,
  "homo_ev": -4.7,
  "largest_force_ev_per_a": 5.2,
  "spin_multiplicity": 1,
  "elements": ["C", "C", "C", "C", "C", "C", "C", "C", "N", "Sr", "C", "P", "H", "H", "H", "H", "H", "H", "H", "H", "C", "C", "H", "C", "C", "H", "H", "H", "H", "H", "H", "H", "H", "H", "H", "H", "H", "H", "H", "C", "H", "H", "H"],
  "positions_angstrom": [[0.56522, -2.78301, 2.79659], [1.18376, -1.52787, 2.85464], [0.93522, -0.54163, 1.87583], [0.16514, -0.90520, 0.80424], [-0.50846, -2.09506, 0.72001], [-0.28216, -3.05596, 1.73007], [1.50988, 0.86118, 1.96076], [0.84368, 1.75782, 0.90882], [1.56298, 1.71669, -0.47271], [-0.29361, 1.87980, -1.46179], [-1.48927, -2.29828, -0.41938], [-1.41811, -0.82632, -1.45427], [1.83282, -1.28170, 3.69668], [-0.77754, -4.01697, 1.63907], [0.74593, -3.53548, 3.57342], [-2.52689, -2.35964, -0.05715], [-1.28877, -3.18300, -1.04121], [1.38059, 1.33536, 2.94829], [2.59670, 0.92186, 1.84799], [-0.20150, 1.35043, 0.82195], [-2.77439, -1.18708, -2.63942], [-0.00569, -1.28424, -2.54385], [0.74131, 2.81442, 1.20092], [2.55765, 0.59819, -0.62070], [2.18530, 3.04265, -0.80817], [-2.68270, 2.97894, -1.52199], [3.48538, 0.96631, -1.06453], [2.81483, 0.14967, 0.34532], [2.17618, -0.23999, -1.21719], [3.26679, 2.93247, -0.88536], [1.85591, 3.42371, -1.78996], [1.95579, 3.78582, -0.03892], [-0.28716, -2.25490, -2.97114], [0.15861, -0.57370, -3.37481], [0.92058, -1.40707, -1.96956], [-2.66234, -2.22360, -3.00474], [-3.73848, -1.07225, -2.11754], [-2.75006, -0.48875, -3.49437], [-2.26075, 3.55801, -2.11872], [-2.25825, 1.29382, 1.70920], [-2.65843, 0.29985, 1.49368], [-1.63484, 1.34092, 2.61138], [-2.94086, 2.13381, 1.54862]]
}



3.
{
  "formula": "C14H27AlBBrClF4LiN2O13S3",
  "method": "ωB97M-V/def2-TZVPD",
  "total_energy_ev": -177951.474,
  "charge": 2,
  "lumo_ev": -6.64,
  "homo_ev": -11.0,
  "largest_force_ev_per_a": 3.3,
  "spin_multiplicity": 1,
  "elements": ["C", "S", "O", "O", "C", "O", "C", "N", "O", "C", "C", "S", "O", "O", "C", "S", "N", "B", "O", "O", "H", "H", "H", "H", "H", "H", "H", "H", "H", "H", "H", "H", "C", "C", "O", "C", "O", "C", "F", "F", "F", "H", "H", "H", "H", "H", "F", "O", "H", "H", "Cl", "Li", "O", "C", "O", "C", "C", "C", "H", "H", "H", "H", "H", "H", "H", "H", "Al", "Br"],
  "positions_angstrom": [[-1.21776, -4.15537, -2.49611], [-0.64907, -2.62231, -1.81442], [-1.39408, -2.29678, -0.60946], [0.74617, -2.76550, -1.55786], [-0.86497, -1.23192, -3.12750], [-1.76727, -1.67857, -4.11457], [-2.89217, -1.73381, -3.43643], [-3.79140, -1.45377, -2.78223], [0.40410, -1.12714, -3.63718], [1.19876, -0.04605, -3.12042], [1.94884, 0.82916, -4.16149], [1.91587, 2.59692, -3.87246], [2.79516, 2.98009, -2.76620], [2.27599, 3.21688, -5.10509], [0.26347, 0.62014, -2.09224], [0.60570, 0.32453, -0.29177], [-1.10560, 0.12531, -2.59482], [-1.45946, 1.20447, -3.63624], [-1.04494, 1.08875, -4.94497], [-2.16770, 2.25945, -3.21535], [-0.83709, -4.32235, -3.50452], [-0.94816, -4.97621, -1.83232], [-2.30992, -4.15087, -2.57162], [1.97555, -0.47519, -2.49292], [1.58260, 0.65887, -5.17410], [3.00067, 0.54153, -4.11765], [0.64538, 2.99443, -3.58463], [0.13644, 1.70517, -2.08373], [1.75336, -0.42340, -0.34268], [-1.74571, 0.21731, -1.79218], [-1.77077, 0.69760, -5.45593], [-2.46280, 2.74834, -3.99901], [4.91683, 4.15918, 0.14024], [4.25509, 5.15539, 1.07775], [3.27961, 4.49703, 1.89343], [3.77806, 3.82854, 2.93887], [4.93868, 3.74366, 3.20158], [2.65140, 3.18044, 3.75200], [1.74731, 2.61129, 2.93854], [2.00592, 4.07719, 4.50444], [3.14070, 2.24919, 4.56434], [4.17055, 3.58559, -0.46042], [5.59752, 4.67284, -0.54141], [5.47971, 3.41093, 0.69543], [3.71111, 5.92096, 0.51149], [4.99992, 5.67337, 1.67757], [-5.46339, -1.17053, -0.82514], [6.78218, 6.37061, 1.50291], [7.31898, 7.14298, 1.29226], [7.38160, 5.79661, 1.99484], [-5.54863, -2.77046, -1.16587], [-3.53799, -2.29190, 0.43633], [-4.19277, -5.47020, 1.99701], [-4.03535, -5.32567, 3.19003], [-5.10304, -5.12573, 3.95672], [-5.06962, -5.13169, 5.39695], [-4.68821, -3.77707, 5.95298], [-2.65555, -5.28466, 3.80485], [-4.42478, -5.92993, 5.76347], [-6.08091, -5.38328, 5.70753], [-3.68188, -3.48478, 5.64973], [-4.72887, -3.78706, 7.04119], [-5.37065, -3.01089, 5.58409], [-2.25672, -4.27351, 3.72555], [-2.01453, -5.96416, 3.24800], [-2.62530, -5.60307, 4.84274], [2.69643, 4.51991, -1.47213], [-0.19258, 1.83919, 1.81022]]
}



4.
{
  "formula": "C14H27B3IO12",
  "method": "ωB97M-V/def2-TZVPD",
  "total_energy_ev": -49662.638,
  "charge": -1,
  "lumo_ev": 2.38,
  "homo_ev": -3.8,
  "largest_force_ev_per_a": 1.9,
  "spin_multiplicity": 1,
  "elements": ["C", "B", "O", "B", "I", "C", "B", "O", "O", "H", "H", "H", "H", "H", "H", "H", "H", "H", "C", "C", "C", "O", "C", "O", "O", "H", "H", "H", "H", "H", "H", "C", "C", "C", "O", "C", "O", "O", "H", "H", "H", "H", "H", "H", "C", "C", "C", "O", "C", "O", "O", "H", "H", "H", "H", "H", "H"],
  "positions_angstrom": [[-4.36722, -1.69856, 3.36699], [-3.48440, -2.16856, 2.12318], [-4.14841, -2.95163, 1.14964], [-1.85670, -1.71835, 1.91584], [-0.66770, -2.50390, 3.64505], [-1.80728, -0.05010, 1.71042], [-0.67350, 0.67342, 2.48816], [0.47985, 1.07959, 1.80479], [-0.68381, 0.99467, 3.82746], [-5.24838, -1.15960, 3.02558], [-4.69244, -2.54633, 3.96103], [-3.79943, -1.01284, 3.98407], [-3.99896, -2.51363, 0.29583], [-1.46949, -2.23386, 0.89295], [-1.60950, 0.12185, 0.65882], [-2.78467, 0.38087, 1.93090], [0.84006, 0.32199, 1.31958], [-1.59706, 1.19891, 4.07847], [3.77218, -2.02226, 1.99333], [3.02075, -2.99768, 1.12317], [3.68734, -3.32748, -0.19246], [2.56444, -3.64546, -1.02408], [1.48721, -2.97248, -0.53022], [0.45540, -2.87013, -1.10524], [1.77862, -2.43741, 0.67408], [3.27506, -1.91317, 2.95629], [4.79213, -2.36976, 2.16452], [3.80243, -1.03679, 1.52744], [2.78572, -3.90516, 1.68609], [4.36954, -4.17212, -0.13272], [4.20651, -2.46786, -0.62496], [-0.34676, -1.19040, -5.58842], [1.03290, -1.46999, -5.04914], [1.25692, -1.03848, -3.62139], [2.67765, -0.78436, -3.61201], [3.04623, -0.45268, -4.86705], [4.10762, -0.01052, -5.16840], [2.03838, -0.69398, -5.73939], [-0.46744, -1.62054, -6.58257], [-1.10299, -1.62012, -4.93242], [-0.51444, -0.11671, -5.67292], [1.28713, -2.52552, -5.17793], [0.99582, -1.80220, -2.89522], [0.73655, -0.10919, -3.37798], [0.64046, 5.00573, 0.55656], [-0.85695, 5.10858, 0.40308], [-1.56240, 5.88212, 1.49132], [-2.85971, 5.27611, 1.49420], [-2.71336, 3.99560, 1.04754], [-3.55004, 3.16413, 1.12077], [-1.47277, 3.81905, 0.52928], [1.08318, 4.52377, -0.31374], [1.08266, 5.99735, 0.66464], [0.89300, 4.39836, 1.42571], [-1.11606, 5.50707, -0.58322], [-1.63977, 6.94667, 1.28242], [-1.10408, 5.73394, 2.47230]]
}